No. 1
{
  "formula": "C32H44BKN4O2P2S3",
  "method": "ωB97M-V with the def2-TZVPD basis set",
  "symbols": ["K", "S", "S", "S", "P", "P", "O", "O", "N", "N", "N", "N", "C", "C", "C", "C", "C", "C", "C", "C", "C", "C", "C", "C", "C", "C", "C", "C", "C", "C", "C", "C", "C", "C", "C", "C", "C", "C", "C", "C", "C", "C", "C", "C", "B", "H", "H", "H", "H", "H", "H", "H", "H", "H", "H", "H", "H", "H", "H", "H", "H", "H", "H", "H", "H", "H", "H", "H", "H", "H", "H", "H", "H", "H", "H", "H", "H", "H", "H", "H", "H", "H", "H", "H", "H", "H", "H", "H", "H"],
  "coordinates": [[0.0485, 0.2895, -0.8586], [1.6238, 2.4327, -2.4855], [-4.0063, -1.3092, 2.5857], [-2.0434, -2.0520, 0.5071], [2.5092, -1.1789, -1.9644], [1.6087, -1.3284, 1.3705], [2.0655, 1.1410, 0.2016], [1.9493, 1.3259, -3.4794], [-0.7293, 0.7264, 1.7922], [-0.7190, -1.7138, -2.2907], [-2.0216, 0.2677, 2.0414], [-1.5111, 1.8011, -2.4868], [0.9968, -2.8582, 2.2254], [3.2033, 3.0585, -1.9962], [-3.9400, -2.1664, -3.4781], [-0.4832, -1.9972, 6.4371], [-3.7331, -0.3767, 4.1105], [1.1383, 3.8133, -3.4981], [0.7107, 2.6403, 1.4838], [2.3100, -2.1896, -3.5038], [-2.6805, -2.7210, -3.6629], [-2.6162, -0.9286, 4.9628], [-3.5535, -4.2379, -5.2991], [1.9648, 2.1513, 0.9786], [-2.1130, 2.5646, -3.1140], [-1.3830, -0.2830, 5.0010], [0.6824, 3.8486, 2.1794], [3.1523, -2.0757, 0.6187], [-2.4904, -0.8738, 1.6796], [-0.6160, 1.9257, 1.3571], [-1.8024, 2.7117, 0.8546], [2.8580, -2.5986, -0.8023], [-1.7127, -2.6493, 6.4059], [-2.7625, -2.1208, 5.6698], [-1.5756, -2.1884, -2.8862], [-5.0095, -2.6525, -4.2167], [2.3937, -0.5544, 2.8476], [3.1263, 2.8861, 1.3794], [-2.4779, -3.7562, -4.5653], [-4.8161, -3.6838, -5.1254], [4.2399, -0.6162, -2.2585], [1.8234, 4.5733, 2.5067], [3.0587, 4.0525, 2.1145], [-0.3227, -0.8147, 5.7288], [-2.9372, 3.6486, -3.9695], [3.6711, -3.2237, -1.1911], [-1.8464, -3.5811, 6.9437], [0.6354, -0.3091, 5.7205], [0.6193, -3.5703, 1.4889], [1.7718, -3.3316, 2.8412], [-5.6531, -4.0577, -5.7024], [-5.9924, -2.2222, -4.0780], [4.0842, 2.4862, 1.0616], [3.0953, 0.2237, 2.5421], [0.1407, -2.5986, 2.8550], [0.3464, -2.4199, 6.9912], [1.2934, 4.7463, -2.9527], [-2.1994, 4.0782, -4.8419], [1.9488, -3.2120, -0.7831], [-4.6861, -0.3944, 4.6455], [3.7802, 3.2129, -2.9123], [3.5511, -2.8615, 1.2692], [0.0857, 3.7092, -3.7535], [-3.2790, 4.5481, -3.2192], [-4.0651, -1.3694, -2.7564], [3.9000, -1.2764, 0.5680], [-3.9094, 3.1008, -4.4658], [3.9758, 4.5696, 2.3818], [4.2408, 0.0334, -3.1354], [1.6208, -0.0806, 3.4578], [-3.7080, -2.6513, 5.6147], [4.5949, -0.0313, -1.4066], [-0.2852, 4.2184, 2.5095], [-3.4024, -5.0428, -6.0070], [-1.2450, 0.6204, 4.4191], [-2.3519, 2.1409, 0.1054], [4.9154, -1.4632, -2.4199], [2.9180, -1.3066, 3.4467], [1.7504, 5.4932, 3.0726], [-2.4996, 2.8971, 1.6789], [2.0564, -1.5282, -4.3359], [3.2193, -2.7495, -3.7503], [1.4848, -2.8899, -3.3666], [-1.4863, -4.1724, -4.6850], [3.6473, 2.2935, -1.3608], [-1.4951, 3.6546, 0.4074], [3.0874, 3.9768, -1.4182], [-3.4985, 0.6447, 3.8170], [1.7609, 3.7619, -4.3945]],
  "homo_energy_ha": -0.0649,
  "total_charge": -2,
  "de_lowest_kj_mol": 80.5
}

***

No. 2
{
  "formula": "C32H44Cl2NPSc",
  "method": "ωB97M-V with the def2-TZVPD basis set",
  "symbols": ["Sc", "Cl", "Cl", "P", "N", "C", "C", "C", "C", "C", "C", "C", "C", "C", "C", "C", "C", "C", "C", "C", "C", "C", "C", "C", "C", "C", "C", "C", "C", "C", "C", "C", "C", "C", "C", "C", "C", "H", "H", "H", "H", "H", "H", "H", "H", "H", "H", "H", "H", "H", "H", "H", "H", "H", "H", "H", "H", "H", "H", "H", "H", "H", "H", "H", "H", "H", "H", "H", "H", "H", "H", "H", "H", "H", "H", "H", "H", "H", "H", "H", "H"],
  "coordinates": [[-0.8689, 0.3010, 1.8494], [-2.3316, 1.1133, 0.2163], [-0.3232, -1.9422, 2.0226], [0.1914, -0.7890, -1.4705], [-1.8407, 0.7540, 3.6202], [-3.3888, -2.4732, -2.7822], [-4.7543, 1.0766, 7.3417], [-0.9926, -2.0501, -2.1133], [1.8404, 5.3647, 2.1879], [2.5617, 3.0634, 2.4590], [0.3545, 3.5693, 1.4899], [-2.4623, 0.4712, 4.5725], [2.9249, -0.4535, -0.8741], [-4.1767, 1.1688, 6.0841], [0.1599, 0.7236, -2.4962], [-3.1519, 0.2573, 5.7632], [-4.3166, 0.0910, 8.2282], [1.0729, 1.1989, 1.7679], [-2.3894, -1.4324, -2.2886], [4.2389, -1.1492, -0.5199], [0.7180, 0.3941, -3.8756], [3.5506, -3.1399, -2.0021], [0.5920, 3.1650, -2.7600], [2.2443, -2.4201, -2.3498], [-2.0285, -4.3150, -1.6312], [-1.0393, -3.2518, -1.1488], [2.7955, 4.4185, 2.6019], [0.6286, 4.9203, 1.6345], [1.0005, 2.9025, -4.2200], [-3.4313, -3.7360, -1.9051], [-2.7383, -0.7720, 6.6309], [0.8374, 1.9523, -1.8677], [-3.3312, -0.8427, 7.8853], [0.4552, 1.5846, -4.8024], [4.6617, -2.1626, -1.5919], [1.3344, 2.5687, 1.8979], [1.8515, -1.5046, -1.1884], [-4.3888, -2.0329, -2.8379], [-0.6320, 1.6692, -4.9366], [-5.5404, 1.7939, 7.5905], [2.5853, 0.1880, -0.0474], [3.3028, 2.3284, 2.7861], [-0.5925, -2.3655, -3.0984], [3.8555, -3.7453, -2.8642], [-0.4772, 3.4105, -2.7257], [-4.4632, 1.9229, 5.3301], [1.8035, 0.2015, -3.7951], [-1.6360, -4.7513, -2.5615], [1.1378, 4.0332, -2.3731], [-3.0994, -2.7657, -3.7989], [1.9157, 1.7824, -1.7570], [-2.3608, -0.5971, -2.9983], [1.7023, -2.1057, -0.2691], [2.0348, 6.4302, 2.2924], [-4.0513, -4.5039, -2.3912], [-0.1126, 5.6541, 1.3107], [4.9904, -1.6155, -2.4856], [-2.0943, -5.1221, -0.8887], [5.5183, -2.7394, -1.2292], [2.0998, 2.8816, -4.2837], [4.1112, -1.6642, 0.4401], [-1.3329, -2.9048, -0.1449], [3.7351, 4.7710, 3.0406], [0.9018, 1.3744, -5.7816], [3.0796, 0.1850, -1.7595], [-3.0033, -1.6253, 8.5623], [1.9526, 0.5725, 1.9696], [-4.7605, 0.0408, 9.2150], [-0.0472, -3.7103, -1.0189], [-2.7251, -1.0010, -1.3334], [-3.9112, -3.4970, -0.9419], [-0.6076, 3.2360, 1.0677], [0.2490, -0.5161, -4.2854], [3.3429, -3.8270, -1.1693], [0.4431, 2.1233, -0.8592], [1.4528, -3.1602, -2.5467], [-1.9556, -1.4645, 6.2893], [-0.9148, 0.9701, -2.5738], [0.6575, 3.7316, -4.8516], [5.0228, -0.3961, -0.3875], [2.3631, -1.8144, -3.2645]],
  "homo_energy_ha": [-0.1488, -0.0736],
  "total_charge": -1
}